i:
Molecular formula: C23H30N2O2
Method: DFT, ωB97M-V/def2-TZVPD

Atoms and positions in Å:
C -4.6160 -4.0990 -0.9666
C -4.8069 -2.8052 -1.1444
C -4.0605 -1.7304 -0.4228
C -4.9644 -0.7947 0.3390
C -6.2020 -1.1971 0.8077
C -7.0214 -0.3253 1.5072
C -6.5950 0.9659 1.7463
C -5.3549 1.3893 1.2951
C -4.5345 0.5175 0.5921
O -3.2924 0.8336 0.1213
C -2.8521 2.1673 0.1978
C -1.5650 2.3075 -0.6237
O -1.8847 2.2425 -1.9876
H -1.1059 1.8653 -2.4274
C -0.5452 1.2113 -0.2619
N 0.4843 1.1776 -1.2872
C 1.5669 2.1254 -1.0895
C 2.5938 1.6817 -0.0350
N 3.1027 0.3778 -0.3967
C 4.3540 -0.0310 0.0594
C 4.9711 -1.1424 -0.5232
C 6.2339 -1.5383 -0.1377
C 6.9437 -0.8430 0.8348
C 6.3369 0.2634 1.4089
C 5.0666 0.6638 1.0373
H 4.6293 1.5183 1.5306
H 6.8606 0.8225 2.1720
C 8.3276 -1.2660 1.2259
H 8.4060 -2.3510 1.2565
H 9.0530 -0.8989 0.4984
H 8.5947 -0.8662 2.2013
H 6.6842 -2.4008 -0.6088
H 4.4628 -1.6919 -1.3014
C 2.0323 -0.5940 -0.4977
C 1.0380 -0.1346 -1.5684
H 0.2238 -0.8555 -1.6638
H 1.5605 -0.0675 -2.5280
H 2.4361 -1.5703 -0.7596
H 1.5072 -0.6901 0.4691
H 3.4139 2.4005 -0.0329
H 2.1274 1.6757 0.9654
H 1.1483 3.0938 -0.8114
H 2.0825 2.2327 -2.0488
H -1.0729 0.2566 -0.2673
H -0.1623 1.3918 0.7510
H -1.1401 3.3024 -0.3977
H -2.6535 2.4499 1.2418
H -3.6001 2.8469 -0.2274
H -5.0369 2.3996 1.5002
H -7.2232 1.6557 2.2903
H -7.9857 -0.6563 1.8620
H -6.5274 -2.2097 0.6191
H -3.4976 -1.1335 -1.1469
H -3.3397 -2.1761 0.2697
H -5.5412 -2.4530 -1.8575
H -5.1687 -4.8409 -1.5178
H -3.8921 -4.4736 -0.2606

Properties
Net charge: 0
Highest occupied orbital energy, eV: -7.706
Kohn-Sham gap, eV: 8.409
SMILES string: C=CCc1ccccc1OC[C@H](O)CN1CCN(c2ccc(C)cc2)CC1
Molecular weight, Da: 366.5

natural (NBO) population analysis, charges in e, atoms 1 to 8: C -0.40; C -0.16; C -0.47; C -0.08; C -0.19; C -0.24; C -0.20; C -0.31

=====

ii:
Molecular formula: C23H30N2O2
Method: DFT, ωB97M-V/def2-TZVPD

Atoms and positions in Å:
C -4.1253 -3.1096 0.0935
H -4.2089 -3.4004 -1.0289
H -4.5592 -3.7080 0.6254
H -3.0582 -3.2395 0.1856
C -4.5980 -1.8519 0.1162
C -4.4626 -1.3988 1.7862
H -5.0357 -2.1286 2.5468
H -4.7841 -0.2830 1.8172
H -3.4025 -1.3396 1.8793
H -5.6526 -1.6356 0.0276
C -3.9346 -0.4932 -0.6322
N -2.5430 -0.6320 -0.5127
C -1.8735 0.3263 -0.0051
H -2.5840 0.9963 0.8713
C -0.5721 0.2744 0.7053
N 0.5060 0.2316 0.0715
C 0.7918 -0.8441 -0.9541
O 1.6635 -0.7102 -1.6942
C -0.1924 -1.6591 -1.1429
H -0.4242 -2.2139 0.0056
H 0.0180 -2.4969 -1.8991
C -1.7877 -1.1533 -1.3669
H -2.2301 -1.9728 -1.8901
H -1.5956 -0.4431 -2.1449
C 1.6193 1.4344 -0.1128
C 1.1348 2.6744 -0.0469
C 1.0417 3.4256 0.9643
C 0.4949 5.0134 0.7063
C -0.1851 5.1121 -0.3776
C -0.0520 4.1600 -1.4271
C 0.5011 3.0749 -1.3232
H 0.4859 2.1992 -2.1868
H -0.4858 4.4651 -2.4424
H -0.5754 5.9881 -0.6838
H 0.4193 5.5224 1.5316
H 1.5093 3.6082 1.9691
C 2.3802 1.0089 1.2879
O 2.6665 -0.3405 1.8807
C 3.5796 -0.9012 0.8119
C 3.4841 -2.2107 0.8962
C 4.5889 -3.1155 0.1956
C 5.2901 -2.2878 -0.5081
C 5.3345 -1.0214 -0.7182
C 4.4768 -0.4069 0.0450
H 4.4518 0.8742 -0.0750
H 6.3014 -0.5043 -1.3672
H 6.2177 -3.0158 -1.3113
H 4.6259 -4.2653 0.0819
H 2.9002 -2.7576 1.3100
H 3.1134 1.7051 1.5783
H 1.7299 1.2638 2.2653
H 2.3491 1.1135 -0.7442
H -0.2255 1.1835 1.4240
H -0.5534 -0.7182 1.5146
H -1.6303 1.1989 -0.5670
H -4.2237 0.4127 -0.2695
H -4.1202 -1.0081 -1.7621

Properties
Net charge: 0
Highest occupied orbital energy, eV: -7.870
Kohn-Sham gap, eV: 8.582
Molecular weight, Da: 366.5

natural (NBO) population analysis, charges in e, atoms 1 to 8: C -0.60; H 0.18; H 0.20; H 0.21; C -0.16; C -0.64; H 0.21; H 0.19

=====

So which one wins? Going from most stable to least: i, ii.